Record 1
Computed, not measured: a 5-piece molecular cluster, C2H17N2O4 overall, with wB97M-V/def2-TZVPD.

Calculated values
Charge: +1
ΔE to the lowest compared entry with this formula, charge and spin: 55.4 kJ/mol
M: 133.17 g/mol
Energy: -496.6349 Eh
LUMO energy: -0.105 Ha
Frontier orbital gap: 9.74 eV

```
25
C2H17N2O4 (wB97M-V/def2-TZVPD)
N 1.4254 -1.1477 0.0295
C 1.3131 -0.0346 -0.9769
C -0.1356 0.4028 -1.0594
N -0.2820 1.3523 -2.1410
H 1.3577 -0.7821 1.0036
H 0.6957 -1.8674 -0.0852
H 2.3452 -1.6033 -0.0722
H 1.9569 0.8316 -0.6833
H 1.7979 -0.3803 -1.8780
H -0.8581 -0.4368 -1.0049
H -0.4136 0.9663 -0.1378
H -0.0261 0.8924 -2.9986
H -1.1024 1.9301 -2.1455
H -1.1809 -3.8423 -0.4690
H -1.5509 -2.6219 -1.3876
O -0.8567 -3.0292 -0.8663
H -2.6359 -0.4072 0.9943
H -3.7109 0.3504 0.2470
O -2.8233 -0.0046 0.1354
H 1.3044 1.1766 2.4736
H 2.6768 0.8150 1.8903
O 1.9685 0.4451 2.4270
H -0.3432 2.9240 2.6618
H -0.9117 1.8960 1.9043
O -0.0104 2.1747 2.1386
```


Record 2
Computed, not measured: C2H18B3N2O4Tl as an isolated structure, with wB97M-V/def2-TZVPD.

Calculated values
Charge: 0
ΔE to the lowest compared entry with this formula, charge and spin: 0.0 kJ/mol
M: 371.00 g/mol
Energy: -743.9076 Eh
LUMO energy: -0.188 Ha
Frontier orbital gap: 4.99 eV

```
30
C2H18B3N2O4Tl (wB97M-V/def2-TZVPD)
Tl 1.4888 -1.3166 0.0799
B 3.0111 0.9155 -0.1581
H 3.5699 1.9382 -0.3198
H 2.2610 0.6768 -1.0596
H 3.8380 0.0689 -0.0728
H 2.3513 1.0253 0.8230
B -0.8689 -1.7160 1.6428
H -0.8496 -1.3858 0.4892
H -0.5272 -0.7311 2.1873
H -1.9379 -2.0631 1.9961
H -0.0936 -2.5883 1.8886
B 0.5620 -3.5919 -1.4535
H -0.2301 -2.9027 -1.9646
H 0.3115 -3.5683 -0.2931
H 0.5211 -4.7093 -1.8289
H 1.7074 -3.2145 -1.6199
C 0.6209 3.2588 1.4568
N -0.3315 2.1492 1.1343
O -1.3258 2.0391 1.8203
O 0.0060 1.3173 0.3044
H 0.0636 3.8892 2.1408
H 0.8654 3.7139 0.5017
H 1.5018 2.8414 1.9346
C -2.5693 1.1949 -1.3031
N -2.0518 -0.1828 -1.4795
O -2.8458 -1.0622 -1.7442
O -0.8467 -0.3843 -1.4917
H -2.5932 1.3407 -0.2211
H -3.6243 1.1187 -1.5502
H -1.9842 1.9289 -1.8397
```


Record 3
Computed, not measured: a 7-piece molecular cluster, C2H18O6 overall, with wB97M-V/def2-TZVPD.

Calculated values
2S+1: 2
Charge: +1
ΔE to the lowest compared entry with this formula, charge and spin: 0.0 kJ/mol
Expectation value of S²: 0.76
M: 138.16 g/mol
Energy: -538.0325 Eh
LUMO energy (spin up / spin down): -0.122 / -0.394 Ha
Frontier orbital gap (spin up / spin down): 11.56 / 4.14 eV

```
26
C2H18O6 (wB97M-V/def2-TZVPD)
C 2.0529 -1.6637 -1.1428
C 3.4317 -1.1556 -0.7603
H 1.5723 -1.9737 -0.2078
H 2.0840 -2.3913 -1.9518
H 1.3266 -0.8691 -1.4453
H 3.6505 -1.4813 0.2526
H 4.2194 -1.4333 -1.4654
H 3.4576 -0.0523 -0.7424
H 1.7343 1.6725 0.5970
H 0.7521 1.2034 -0.3674
O 0.8047 1.4003 0.6081
H -1.8525 -2.6671 0.6782
H -1.1011 -1.5714 1.3339
O -1.9201 -1.7140 0.8194
H -2.3564 1.2287 -0.5219
H -2.2274 -0.4976 -0.7440
O -2.2110 0.4137 -1.0999
H -1.1509 2.1511 0.9551
H -2.2159 1.4647 1.7052
O -2.1151 2.0343 0.9255
H -0.8255 0.5755 -1.7000
H 0.2163 1.1990 -2.7483
O 0.1688 0.8068 -1.8577
H 1.0863 -0.5837 2.3990
H 0.0980 0.2299 1.5524
O 0.1499 -0.3698 2.3392
```


Record 4
Computed, not measured: C2H18O8Sr as an isolated structure, with wB97M-V/def2-TZVPD.

Calculated values
Charge: +2
ΔE to the lowest compared entry with this formula, charge and spin: 1.9 kJ/mol
M: 257.78 g/mol
Energy: -719.2524 Eh
LUMO energy: -0.222 Ha
Frontier orbital gap: 11.61 eV

```
29
C2H18O8Sr (wB97M-V/def2-TZVPD)
Sr 0.0149 -0.7164 -0.2338
O 1.9916 -1.1370 1.2686
H 2.3824 -0.4942 1.8716
H 2.2747 -1.9956 1.6062
O -2.4125 -0.5451 -0.8957
H -3.1480 -1.1196 -0.6530
H -2.7869 0.0700 -1.5376
O -0.6645 -3.1881 -0.6635
H -1.6166 -3.2996 -0.5509
H -0.3299 -4.0910 -0.7327
O -0.2937 0.9710 -2.3445
H -0.2827 1.9234 -2.1968
H -0.0755 0.8806 -3.2790
O -0.8271 -1.4325 2.0160
H -0.8091 -1.0087 2.8821
H -0.9731 -2.3674 2.2063
O 1.1927 -1.6002 -2.3842
H 1.3207 -2.5164 -2.6566
H 1.0736 -1.1206 -3.2098
C 0.9501 2.6905 0.7830
C -0.1011 2.1066 1.6752
O -1.1572 1.4694 0.9631
O 1.4232 1.6249 -0.1122
H 1.7701 3.0370 1.4128
H 0.5817 3.5330 0.1926
H -0.4937 2.8669 2.3557
H 0.3767 1.3473 2.3002
H -1.6034 2.1557 0.4517
H 2.2230 1.9559 -0.5349
```


Record 5
Computed, not measured: C2H19NO11PS2 as an isolated structure, with wB97M-V/def2-TZVPD.

Calculated values
Charge: -1
M: 328.28 g/mol
Energy: -2107.7850 Eh
LUMO energy: 0.082 Ha
Frontier orbital gap: 7.34 eV

```
36
C2H19NO11PS2 (wB97M-V/def2-TZVPD)
C 2.7860 1.1022 -0.3771
P 1.3073 1.7293 -1.2529
O 1.9001 3.1476 -1.8703
S 0.2718 2.5079 0.5201
O 0.3749 1.4756 1.5438
O 0.9155 3.7783 0.8127
N -1.1990 2.8373 0.0544
S -2.3281 1.7702 -0.3196
C -1.6948 0.1104 -0.3130
O -2.7671 2.0129 -1.6793
O -3.3790 1.7884 0.6833
H 2.7885 0.0151 -0.4510
H 3.6908 1.4904 -0.8408
H 2.7972 1.3807 0.6729
H 1.2442 3.8492 -1.7369
H -1.1636 -0.0525 -1.2463
H -1.0479 -0.0748 0.5365
H -2.5750 -0.5261 -0.2814
O -1.1474 -2.8513 -1.0080
H -1.0118 -3.7558 -0.7060
H -1.5756 -2.9317 -1.8650
O -6.0616 2.5256 2.1361
H -5.2255 2.2264 1.7511
H -6.2744 3.3051 1.6158
O 2.9995 0.3120 -3.7154
H 2.9428 0.8032 -4.5400
H 3.4337 -0.5160 -3.9394
O -0.7001 -4.0076 1.5471
H -0.4079 -3.1027 1.3834
H -0.8387 -4.0639 2.4969
O 5.3532 1.3049 1.3694
H 6.2746 1.0708 1.5135
H 5.0287 1.5841 2.2314
O -1.6189 -7.0133 1.4747
H -1.3099 -6.1033 1.3847
H -1.7827 -7.1289 2.4143
```


Record 6
Computed, not measured: C2H20CdF6NO14S2 as an isolated structure, with wB97M-V/def2-TZVPD.

Calculated values
Charge: +1
M: 572.71 g/mol
Energy: -2759.3625 Eh
LUMO energy: -0.185 Ha
Frontier orbital gap: 7.52 eV

```
46
C2H20CdF6NO14S2 (wB97M-V/def2-TZVPD)
Cd -1.2813 -0.4098 -2.6086
C 0.3637 -3.6163 -0.7230
F 1.2839 -3.7999 0.1742
F 0.9147 -3.1786 -1.8564
F -0.3063 -4.7336 -0.9418
S -0.8775 -2.3198 -0.1605
O -2.1399 -2.6202 -0.7894
O -0.8660 -2.2980 1.2609
N -0.3431 -0.8637 -0.8520
S 0.9093 -0.1696 -0.0810
O 1.7103 -1.0525 0.6975
O 1.5663 0.6604 -1.0465
C 0.0248 0.9918 1.0936
F -0.3266 0.3229 2.1640
F 0.7661 2.0349 1.4208
F -1.0615 1.4531 0.4488
O -0.7882 1.7371 -2.5385
H -0.8301 2.4864 -1.9018
H -0.3324 2.0873 -3.3173
O 0.1197 2.3306 4.8969
H -0.6261 1.9900 5.4036
H -0.2379 2.5040 4.0210
O 3.6690 -1.3421 -2.6332
H 3.4877 -2.1950 -3.0440
H 3.5244 -0.6968 -3.3330
O 0.6767 -2.4600 3.9394
H 0.8642 -1.6553 3.4470
H 0.0410 -2.9325 3.3933
O 2.7409 4.3929 2.1262
H 2.5438 4.2334 3.0573
H 2.9796 3.5269 1.7786
O -1.9233 -2.3906 -3.4210
H -2.1898 -2.6246 -4.3221
H -2.3816 -3.0052 -2.8190
O -0.8364 4.0521 -0.9529
H 0.1009 4.0816 -1.1963
H -0.8990 4.6929 -0.2320
O -3.8231 2.9090 -0.4951
H -4.1961 3.5408 0.1306
H -2.9322 3.2516 -0.6618
O 3.6341 -3.4410 1.9671
H 4.5415 -3.5501 1.6627
H 3.2220 -2.8651 1.3136
O -3.1718 0.2395 -1.6993
H -3.8267 0.9412 -1.8529
H -3.4876 -0.2402 -0.9175
```